DFT (ωB97M-V with the def2-TZVPD basis set) results for a cluster of 10 separate species, C65H152F6N10O16S6 in total in a non-equilibrium geometry.

```
255
Properties=species:S:1:pos:R:3:forces:R:3
C -7.688540 6.769310 13.328570 0.2660 0.5035 -0.7942
C -6.647660 6.419490 14.378680 -1.1945 -2.0193 1.3904
N -6.002240 4.978080 14.167170 -0.2259 -1.0547 -1.4208
C -5.044210 5.031800 12.926040 -0.4062 0.0974 1.2307
C -5.284670 4.415710 15.375430 0.4268 1.4563 0.4436
C -3.989120 5.158520 15.755580 -0.8793 -0.6992 0.3067
C -7.066270 3.841170 13.856570 -0.4261 0.6435 0.8509
C -8.120700 3.479080 14.974770 -0.2107 0.4688 -1.1539
O -9.053510 4.524270 15.194450 -0.1087 -0.2035 0.0122
C -10.161830 4.147130 16.035650 0.5385 0.1765 1.2520
H -8.218040 7.694810 13.554840 0.6843 0.4455 0.2180
H -8.574330 6.140660 13.237580 0.5603 -0.7900 0.3555
H -7.226860 6.866130 12.345940 -0.1501 0.1644 -0.1026
H -7.198100 6.313470 15.313490 -0.1254 -0.3952 0.1142
H -5.886880 7.135650 14.689200 0.3620 -0.0555 -1.0767
H -4.267100 4.267480 12.928070 -0.3950 -0.4697 0.5066
H -4.503610 5.973160 13.024430 -0.3585 0.1653 -0.4826
H -5.638300 4.895450 12.022400 0.0579 0.5107 0.1341
H -5.120390 3.342010 15.284510 0.0942 0.1888 -0.4805
H -5.962310 4.567900 16.215510 -0.1548 -0.0613 -0.0913
H -3.746610 4.653600 16.690640 0.4732 0.1588 0.1009
H -4.217220 6.196780 15.996590 0.2446 0.1010 -0.1493
H -3.148050 5.041010 15.072290 -0.2065 0.0009 -0.1276
H -6.475010 2.952220 13.636810 0.1711 0.0604 0.2360
H -7.581940 4.076270 12.925490 -0.0463 0.3895 0.2330
H -7.726950 3.098280 15.917130 0.4151 0.1274 0.0324
H -8.660240 2.653700 14.510300 0.0470 -0.3913 -0.0632
H -10.816010 3.326960 15.739880 0.0434 0.2596 -1.0588
H -10.706490 5.051220 16.307830 -0.1326 -0.0722 -0.6416
H -9.817380 3.787310 17.005180 0.6050 -0.0289 0.1995
C -1.287930 7.747350 15.193130 1.3183 -0.6693 0.0427
C 0.202820 7.489690 14.693650 0.1004 -0.2708 -0.3133
N 0.740040 6.022400 14.643480 -0.6244 0.4751 -0.6090
C 0.222210 5.214710 13.413080 0.3359 0.4351 0.1631
C 2.317800 6.109520 14.491800 -0.2163 -0.0682 -1.1567
C 2.918380 6.498660 13.024450 -1.5736 -0.0213 1.7984
C 0.207520 5.322980 15.893980 1.3534 -1.1602 -0.6079
C 0.805800 5.724900 17.259850 -0.6267 0.0767 -1.1554
O 2.110040 5.171930 17.309950 -0.0482 0.0758 0.3677
C 2.898210 5.707150 18.367320 -0.5123 -0.4880 -0.2951
H -1.310900 7.601050 16.273020 0.0190 -0.4843 0.0890
H -2.039180 7.097020 14.745030 0.1582 0.0858 -0.1676
H -1.629130 8.781110 15.138020 0.4583 0.0882 -0.8281
H 0.894230 7.960780 15.392310 -0.1708 0.1213 0.1192
H 0.512450 7.837270 13.708050 -0.8152 0.4802 -0.1246
H -0.845860 4.999810 13.446660 0.1676 0.3491 0.4406
H 0.738810 4.259090 13.323500 0.1203 0.0032 0.6346
H 0.465890 5.710050 12.473210 -0.0918 0.5990 0.3464
H 2.711280 5.139720 14.796390 -0.2678 -0.0263 -0.0244
H 2.633180 6.835620 15.241080 -0.0109 0.0167 -0.1351
H 3.964530 6.750570 13.198280 -0.0565 -0.0997 -0.0889
H 2.393690 7.369900 12.632350 0.1715 0.1596 -0.0006
H 2.798340 5.720970 12.270200 0.1332 -0.1846 0.3841
H 0.479730 4.287040 15.691910 0.2277 -0.1467 0.4647
H -0.873780 5.243260 15.782050 0.0487 0.6740 0.4168
H 0.134400 5.383290 18.047640 0.0709 -0.6946 0.1254
H 0.794200 6.800790 17.434290 0.4328 0.4147 -0.3474
H 3.826110 5.137390 18.417110 0.0367 0.1009 -0.1750
H 2.378640 5.557410 19.313750 -0.0516 0.2470 0.2298
H 3.091610 6.761540 18.169940 0.1331 0.1580 0.2515
C 3.832330 -1.524790 15.830690 -1.6317 -0.1456 -0.3035
C 4.387830 -0.201350 16.241180 1.8215 0.8683 1.2112
N 3.442390 0.930990 16.826740 -0.6234 -2.5818 -0.9644
C 2.285810 1.039580 15.811100 0.4435 0.8008 0.3779
C 2.788730 0.362570 18.130690 -0.5974 2.3565 0.1928
C 1.890610 1.499510 18.813660 1.4715 -1.0380 -0.5366
C 4.180740 2.277540 16.989180 -1.2022 -0.9956 -0.7866
C 5.463210 2.243600 17.778360 -0.6406 -0.9646 -0.3315
O 5.290920 1.541060 18.986360 0.6519 0.4817 0.1678
C 6.544670 1.259770 19.614470 0.5005 0.4963 -0.3396
H 3.310520 -2.069690 16.617390 -0.0443 0.1686 0.0911
H 4.567160 -2.230640 15.443510 0.4111 0.4863 0.0806
H 3.131760 -1.337020 15.017040 -0.0996 -0.4513 -0.0747
H 4.994120 0.187340 15.422990 -0.5475 0.6311 -0.2613
H 5.149960 -0.351120 17.005930 -0.1967 0.0454 0.4140
H 2.717780 1.334090 14.854670 -0.1189 0.1939 0.0741
H 1.554670 1.746130 16.203940 0.2768 0.2088 -0.2829
H 1.718320 0.120150 15.667210 0.4775 -0.1495 0.3830
H 3.590030 0.087540 18.816520 -0.1529 -0.0437 -0.3006
H 2.157260 -0.484420 17.862440 0.2513 0.1098 -0.1982
H 1.606940 1.066260 19.772790 -0.4470 0.1259 -0.1622
H 1.056440 1.864530 18.214480 -0.0298 -0.5929 0.2517
H 2.507720 2.372620 19.025690 0.1562 -0.0948 0.2180
H 3.404150 2.973390 17.306680 0.2351 0.0141 0.2151
H 4.481870 2.568220 15.982740 -0.2250 -0.0039 -0.1782
H 5.769260 3.287560 17.846020 0.2792 0.2196 0.5460
H 6.183730 1.737250 17.136050 0.4361 -0.0882 0.1519
H 7.117830 2.170120 19.790100 -0.3643 0.5534 0.5908
H 7.256340 0.779120 18.943190 -0.3951 -0.8649 -0.1819
H 6.390310 0.707070 20.541180 -0.0713 0.0435 -0.2914
C 2.816680 1.452120 27.562180 0.3273 0.2579 0.0563
C 2.995460 2.801570 26.824860 -0.8766 -2.0822 -0.6197
N 1.687570 3.434810 26.217370 1.0803 0.1798 -0.3521
C 0.657260 3.764890 27.310040 1.0742 -0.7678 -0.4533
C 2.233520 4.696830 25.436510 -1.5508 -1.8167 0.2792
C 2.550470 5.826940 26.302380 -0.2836 2.1356 0.7295
C 0.917620 2.497670 25.207870 1.6409 -0.7070 0.5499
C 1.800890 1.811710 24.129150 0.3627 1.1361 -0.4673
O 2.397740 2.753120 23.226650 0.5912 0.3186 0.1974
C 1.626980 3.320010 22.173990 -0.3132 -0.8049 0.5956
H 3.743010 1.318060 28.120790 -0.0431 0.0783 0.2529
H 2.801350 0.557910 26.939080 -0.4509 0.2436 -0.3299
H 2.003350 1.415670 28.286930 0.0369 0.0803 -0.0658
H 3.598740 2.576370 25.945410 0.0690 0.3267 0.0256
H 3.598640 3.425420 27.484480 -0.8655 0.8302 -0.2477
H 0.377010 2.815420 27.766180 -0.0350 0.0087 -0.1606
H -0.230640 4.185790 26.838260 0.2660 0.3946 0.2415
H 1.153840 4.328500 28.099880 -0.3285 0.4283 -0.3289
H 1.369810 4.939010 24.817280 0.2420 0.2374 -0.3107
H 3.071830 4.395540 24.808360 -0.3030 -0.3965 0.1908
H 3.235580 5.741870 27.145880 0.1972 -0.4398 -0.3191
H 1.653680 6.306830 26.694250 -0.1416 -0.1982 0.1797
H 2.920570 6.593890 25.622000 0.4204 0.1289 0.1051
H 0.108340 3.069530 24.753820 0.0937 0.1186 0.2861
H 0.534280 1.716180 25.863930 -0.3123 0.0017 -0.2250
H 1.285590 1.052020 23.541400 -0.6592 0.0258 0.3047
H 2.659690 1.292210 24.554210 -0.1582 0.0605 0.2712
H 1.453880 2.566270 21.405870 -0.0933 0.0676 -0.1424
H 2.175730 4.160020 21.748140 0.0849 -0.0954 0.1566
H 0.662310 3.662680 22.548270 -0.1695 0.1914 -0.1013
C -1.774560 5.278580 10.728980 -0.8177 0.3976 0.3402
C -2.911820 4.487940 10.077020 0.5933 0.0714 -0.1247
C -2.583030 4.099700 8.627210 -0.3663 -0.1273 -0.2989
C -2.665600 5.297840 7.635180 0.1469 -0.5837 -0.5188
N -2.412050 4.934050 6.140230 0.9713 -1.5972 -0.5992
C -1.097230 4.065970 6.005810 -0.4532 -1.7217 -0.8355
C -1.593740 2.704260 5.369320 0.3517 0.8172 0.9574
C -2.886200 2.995160 4.604530 0.8349 1.2763 0.1382
C -3.567660 4.030360 5.502140 0.6136 -0.9144 1.4599
C -2.212640 6.112020 5.217900 -1.2132 1.4524 0.5048
C -3.368930 7.123790 5.281070 -0.0247 -0.0655 -1.2278
C -3.084330 8.394120 4.491270 0.6634 1.2492 0.6360
H -2.111630 5.517660 11.737610 -0.1952 0.6625 0.0667
H -1.603110 6.173540 10.130860 0.3780 0.1690 0.4240
H -0.830700 4.782810 10.955780 -0.0550 -0.5247 -0.8656
H -3.836820 5.064550 10.074210 -0.0014 0.4251 0.0447
H -3.147270 3.637510 10.716890 0.1503 -0.4803 -0.4030
H -3.330860 3.370270 8.316130 0.0722 -0.1885 -0.0892
H -1.614940 3.599110 8.645140 0.0349 0.1209 -0.2396
H -1.941670 6.083900 7.849970 -0.0187 0.0379 0.0883
H -3.685210 5.681140 7.675040 0.1143 0.1804 -0.0542
H -0.283690 4.472270 5.404850 -0.7859 0.9171 -0.3918
H -0.566420 3.845410 6.931930 -0.7686 0.4101 0.3341
H -0.824120 2.181350 4.801570 -0.0102 0.3015 -0.1104
H -1.793380 2.083180 6.242530 -0.3466 -0.3567 -0.1540
H -2.702360 3.519880 3.667000 0.2504 -0.5494 -0.3384
H -3.435360 2.068270 4.439020 -0.3263 0.3763 -0.0009
H -4.373620 4.620830 5.066400 0.4470 0.2160 0.0923
H -3.949620 3.440960 6.335700 -0.2743 0.4380 0.1981
H -2.146550 5.745940 4.193340 0.3124 -0.2147 0.1741
H -1.330210 6.690430 5.491510 0.3198 -0.5508 0.1488
H -3.651740 7.393630 6.298570 0.0582 -0.1354 -0.0776
H -4.228040 6.801940 4.692480 -0.3810 -0.8175 0.7249
H -2.162080 8.907190 4.763880 0.2462 -0.2391 0.1648
H -3.851290 9.100720 4.808420 -0.1692 0.0861 -0.4626
H -3.067580 8.323530 3.403680 -0.2682 -0.3962 0.0941
C 5.996050 6.494450 16.347620 0.4153 0.5512 0.4848
C 7.035490 7.057030 17.321180 0.8658 -0.3175 -0.0742
C 6.907660 6.402420 18.696860 -0.1998 -0.1020 0.3873
C 7.686210 7.168770 19.780420 -0.2970 -0.2861 0.7201
N 7.812000 6.524820 21.221020 0.0158 0.6693 0.2274
C 8.446320 7.572050 22.260160 0.1173 -0.6118 -1.3432
C 9.973290 7.405590 22.142980 -0.0074 0.4444 -0.4737
C 10.266720 6.203720 21.255690 -1.3965 -1.8253 -0.2733
C 8.890710 5.401550 21.199820 0.5924 0.9795 0.7481
C 6.409250 6.087580 21.723220 1.3421 -0.5298 -0.6203
C 5.368070 7.198900 21.781630 -1.2250 -0.3678 0.0433
C 3.947570 6.676060 22.273990 1.1294 0.2519 0.2732
H 5.035630 6.818230 16.748680 -0.2851 -0.1516 -0.2110
H 6.013770 5.405610 16.300510 0.0474 -0.0060 -0.2170
H 6.129800 6.962720 15.372460 -0.0499 -0.3514 -0.0858
H 6.955040 8.143090 17.275370 -0.0799 0.0899 0.5598
H 8.074150 6.834580 17.076680 -0.0148 0.1194 -0.8458
H 7.312690 5.396490 18.586580 0.0274 -0.1864 0.0783
H 5.835920 6.281460 18.854460 -0.0716 0.1371 0.7884
H 7.197070 8.131710 19.927410 0.3064 0.0417 0.1129
H 8.709840 7.308250 19.432810 -0.0545 0.1738 0.1442
H 8.121800 7.311780 23.267660 -0.3025 -0.2164 -0.2654
H 8.088170 8.569600 22.005730 -0.0516 -0.1704 -0.0463
H 10.372380 7.265970 23.147630 0.1276 0.0217 -0.1777
H 10.468650 8.261020 21.683680 -0.2222 0.2477 0.3446
H 11.053350 5.595440 21.702120 -0.1948 -0.2047 -0.0760
H 10.573600 6.354280 20.220670 0.1008 0.7138 0.1854
H 8.811720 4.812140 22.113300 -0.3934 0.2048 0.1612
H 8.754360 4.698720 20.377900 -0.0618 0.4481 -0.2342
H 6.573360 5.628200 22.697980 0.0521 0.3108 0.2069
H 6.194930 5.230150 21.085270 -0.5898 0.2126 -0.2648
H 5.228340 7.737690 20.844470 0.2044 -0.1976 -0.1541
H 5.687150 7.948710 22.505560 0.0618 -0.0573 0.0549
H 3.213460 6.288120 21.567800 0.5293 0.0933 -0.5815
H 3.451140 7.501920 22.783510 0.0380 -0.1172 0.1450
H 4.134620 5.863430 22.975950 -0.1807 0.0611 0.2918
C 4.143880 13.912030 18.098270 -0.8277 -0.1070 0.4942
C 2.647600 14.270310 18.260010 0.0489 -1.1109 0.5347
C 1.710720 13.081010 17.815000 -1.1398 1.4907 0.0303
C 0.201110 13.538720 17.920870 0.0795 -0.2561 0.0685
N -0.813280 12.762360 17.056750 1.5532 0.3038 0.4273
C -2.241650 13.287930 17.376600 0.8119 0.0907 -0.2944
C -2.898910 13.500350 16.013210 -1.3664 -0.8856 -0.1327
C -1.975700 12.877940 14.967460 1.0465 0.6089 0.5065
C -0.574950 13.123790 15.580430 -1.7011 0.1091 -0.4398
C -0.640540 11.217060 17.340150 0.0857 2.4422 -0.2557
C -0.605090 10.881320 18.829280 -0.9357 0.0082 -1.0502
C -0.430020 9.385860 18.885960 0.1666 -1.1981 0.7091
H 4.369870 13.533640 17.101350 0.1315 0.4077 -0.0916
H 4.380600 13.105250 18.791930 0.0379 -0.1240 0.0692
H 4.762190 14.756350 18.403090 0.0694 -0.0402 -0.4130
H 2.405610 15.242990 17.831700 -0.1428 -0.3167 -0.7087
H 2.450240 14.453040 19.316300 0.0665 -0.1312 0.2410
H 1.833180 12.173180 18.405710 0.3888 0.1929 0.2518
H 1.952800 12.795860 16.791180 -0.1118 0.1623 -0.2093
H 0.095250 14.603710 17.714240 0.0855 -0.0844 -0.7681
H -0.263120 13.518600 18.906870 0.6416 -0.5079 0.3896
H -2.682850 12.644880 18.138130 -0.1649 -0.2980 -0.5054
H -2.191270 14.269650 17.847550 0.6051 -0.1272 0.1242
H -3.835720 12.952380 15.912090 -0.2157 0.1845 0.3903
H -3.167640 14.554100 15.939140 0.3889 -0.0575 -0.5571
H -2.180570 11.808230 14.924380 0.0840 -0.0744 -0.1444
H -2.044660 13.267260 13.951700 -0.1122 0.1288 0.1751
H 0.214590 12.651140 14.996200 0.2007 -0.5378 0.8628
H -0.373450 14.194970 15.571680 0.0028 -0.0057 0.0656
H 0.323420 10.998970 16.880450 -0.1844 -0.2625 -0.1894
H -1.479930 10.778960 16.800160 0.2083 -0.3436 0.1719
H -1.560540 11.193910 19.250590 0.0579 -0.1161 0.3387
H 0.197520 11.398150 19.355400 -0.1081 -0.1493 -0.0964
H -0.497260 8.989260 19.899010 0.3764 0.2491 0.2034
H 0.527460 9.093650 18.454750 0.2499 0.0336 0.1366
H -1.159250 8.751460 18.382120 -0.4180 0.5743 -0.4379
N 3.849380 3.690100 9.152610 -2.0803 -0.9917 2.0269
S 2.263700 3.484750 9.668190 -5.6765 -7.5225 2.5780
O 1.196780 3.489520 8.633460 3.3568 0.7860 2.4189
O 1.908740 3.850890 11.033230 1.2968 0.8756 -2.1566
F 2.485990 1.872090 9.945110 0.0079 1.8725 -0.8341
S 3.495420 5.028180 8.569930 5.5748 9.1574 -1.8133
O 2.881910 6.136540 9.395060 0.6979 -3.1396 -1.4563
O 3.033090 4.977480 7.238900 -0.9666 0.0517 -1.0320
F 5.031240 5.601870 8.421720 -2.3476 -0.9944 0.2948
N -1.332000 2.758570 15.280930 0.7777 0.0944 5.1666
S -1.585870 1.703140 16.573120 -1.3838 0.0508 2.7537
O -0.704410 0.575130 16.576940 -0.3665 0.5689 -0.0831
O -2.969660 1.514380 17.068800 3.4497 1.0319 -1.6811
F -0.881710 2.676430 17.652990 -0.4263 0.2431 -0.2537
S -1.936240 1.933860 14.196090 -3.9036 -2.1884 -8.0468
O -3.430840 2.088100 14.103660 3.5071 -1.2984 0.5450
O -1.184910 0.713720 13.869970 -2.2055 2.0428 0.7092
F -1.574830 2.901730 12.913720 0.3253 -0.2618 0.8210
N -0.876660 9.614070 9.189110 1.9755 0.5207 5.9630
S -0.025640 8.767730 8.284580 2.1104 -3.4119 -9.5269
O 0.059510 7.304100 8.528850 0.2566 2.3169 0.0535
O 1.125130 9.426800 7.613210 -2.7276 -1.9878 1.8405
F -1.204180 8.774570 7.172330 0.3251 -0.1818 -0.5750
S 0.366480 9.362800 10.409880 3.1741 4.8382 4.0567
O 1.673420 10.080040 10.265850 -3.4850 -2.0522 -0.5336
O 0.481000 8.121770 11.135400 -0.9627 -0.2289 -0.5150
F -0.285450 10.321030 11.532630 -0.7567 -0.3142 -0.3178
```
Forces are in eV/Å.

The HOMO energy (alpha / beta) comes out at -16.149 / -16.136 eV. Its spin multiplicity is 2. As for the expectation value of S²: 0.765. Its net charge is +5. The largest force on an atom comes out at 0.2114 Eh/bohr. The calculation puts the HOMO-LUMO gap (alpha / beta) at 7.66 / 3.54 eV.

Atomic partial charges in e from the Mulliken method, atoms 1 to 6: -1.3156, -0.4155, 0.5457, -1.1704, -1.1073, -0.4493